No. 1
{
  "formula": "CH6N3S2",
  "method": "ωB97M-V with the def2-TZVPD basis set",
  "total_energy_ev": -27263.30327,
  "total_charge": 1,
  "gap_ev": [9.34, 4.40],
  "elements": ["C", "N", "N", "N", "S", "S", "H", "H", "H", "H", "H", "H"],
  "coordinates": [[0.663723, -0.600815, 0.246315], [1.455543, -1.590900, 0.146200], [0.900387, 0.631309, 0.072464], [-2.348463, 0.500744, 0.064121], [2.533229, 1.454461, -0.324374], [-3.829633, 0.881911, -0.278184], [2.330735, -1.835323, -0.274188], [0.928615, -2.486036, 0.431102], [0.157070, 1.290421, 0.262051], [-2.205527, 0.133255, 0.997043], [3.060951, 0.292512, 0.121323], [-3.646635, 1.328458, -1.463872]],
  "atomic_forces_ev_per_a": [[1.105, 1.721, -0.637], [-2.299, -5.006, 1.418], [0.318, 2.081, -0.150], [2.288, -0.055, -0.130], [-1.615, -1.849, 0.634], [-1.663, -0.587, 1.900], [0.576, 0.825, -0.595], [1.379, 1.471, -0.501], [-0.348, 0.126, -0.257], [-0.737, -0.012, 0.246], [0.612, 0.613, -0.078], [0.384, 0.672, -1.850]]
}

No. 2
{
  "formula": "C2HCl4O2PS",
  "method": "ωB97M-V with the def2-TZVPD basis set",
  "total_energy_ev": -76400.64055,
  "gap_ev": 8.40,
  "smiles": "O=P(Cl)(Cl)O[C@H](Cl)C(=S)Cl",
  "elements": ["C", "C", "O", "O", "P", "S", "Cl", "Cl", "Cl", "Cl", "H"],
  "coordinates": [[0.957069, 0.558030, 0.110464], [1.445248, -0.860490, 0.148997], [-0.311651, 0.730036, 0.724927], [-1.443364, -0.784390, -1.126953], [-1.593362, 0.096452, 0.023902], [0.590829, -2.043072, 0.898190], [0.761769, 1.165927, -1.568681], [2.887507, -1.157770, -0.717196], [-2.492677, 1.870294, -0.424686], [-2.601427, -0.669439, 1.470128], [1.800055, 1.094427, 0.460906]],
  "atomic_forces_ev_per_a": [[-1.184, -0.614, -1.566], [-1.696, -2.266, 0.532], [1.958, -0.087, 0.677], [-0.070, 0.113, 0.251], [-0.080, 1.013, -1.755], [1.308, 1.011, -0.612], [0.693, 0.091, -0.281], [0.179, 0.231, 0.088], [-0.228, -0.535, 0.129], [-0.909, -0.336, 1.266], [0.027, 1.379, 1.271]]
}

No. 3
{
  "formula": "C29H51ClN3O5",
  "method": "ωB97M-V with the def2-TZVPD basis set",
  "multiplicity": 3,
  "total_energy_ev": -58115.28987,
  "total_charge": 1,
  "gap_ev": [5.16, 5.77],
  "elements": ["C", "C", "Cl", "C", "C", "C", "C", "C", "O", "O", "C", "C", "N", "C", "C", "O", "H", "H", "H", "H", "H", "H", "H", "H", "H", "H", "H", "H", "H", "H", "H", "C", "C", "C", "C", "C", "C", "N", "O", "C", "C", "C", "H", "H", "H", "H", "H", "H", "H", "H", "H", "H", "H", "H", "H", "H", "H", "H", "H", "H", "C", "C", "C", "C", "C", "C", "N", "O", "C", "C", "C", "H", "H", "H", "H", "H", "H", "H", "H", "H", "H", "H", "H", "H", "H", "H", "H", "H", "H"],
  "coordinates": [[2.999218, -6.635801, -4.099391], [3.831498, -5.403333, -3.501778], [2.755281, -3.888172, -3.563326], [4.444829, -5.648989, -2.037291], [5.520701, -4.454649, -1.799395], [6.937496, -4.714514, -2.445276], [7.980227, -3.584749, -2.284441], [9.469015, -3.785463, -2.889198], [9.720223, -3.833340, -4.108522], [10.503327, -3.935861, -1.895000], [7.631544, -2.265129, -1.525650], [6.197580, -2.165828, -0.936987], [5.206397, -3.234638, -1.092870], [3.867828, -2.976073, -0.475552], [4.123368, -2.796503, 1.131943], [4.052980, -1.400006, 1.502246], [3.053277, -6.540896, -5.252653], [3.437129, -7.668269, -3.857706], [1.885809, -6.564883, -3.816400], [4.722899, -5.162912, -4.199562], [5.075304, -6.617599, -1.970496], [3.670775, -5.719157, -1.202927], [7.133043, -5.708276, -2.996450], [10.078177, -4.553819, -1.240097], [8.347727, -1.388558, -1.379911], [5.895972, -1.196722, -0.390611], [3.430231, -2.008765, -0.927602], [3.106706, -3.812003, -0.611153], [3.380934, -3.431426, 1.750440], [5.172930, -3.180086, 1.435866], [3.446882, -0.895094, 0.917829], [-2.956234, -0.038486, 0.287592], [-1.410710, -0.131510, 0.253870], [-0.954550, -0.402905, -1.194303], [-1.249300, -1.828568, -1.647725], [-0.646715, -2.837969, -0.677100], [-1.044849, -2.600689, 0.795596], [-0.920440, -1.170254, 1.213559], [0.403388, -0.926329, 1.435376], [-2.493952, -3.085004, 1.039509], [-0.197539, -3.560560, 1.676744], [-0.964132, 1.298075, 0.662625], [-3.300732, 0.854513, -0.243881], [-3.460873, -0.866370, -0.202538], [-3.325817, 0.033264, 1.314298], [0.122728, -0.220345, -1.288829], [-1.441884, 0.298957, -1.880128], [-2.327146, -1.989792, -1.743933], [-0.829611, -1.987154, -2.646344], [-0.938556, -3.847768, -0.986875], [0.446034, -2.794490, -0.775631], [-2.846574, -2.785804, 2.030879], [-2.555412, -4.176713, 0.994489], [-3.206785, -2.731088, 0.297514], [0.878391, -3.425885, 1.531446], [-0.409379, -4.604863, 1.428045], [-0.421078, -3.423303, 2.738965], [-1.261383, 1.522249, 1.692010], [-1.423898, 2.052293, 0.017810], [0.115663, 1.445089, 0.578693], [-6.046763, 7.176743, 1.690512], [-4.501691, 7.076531, 1.655890], [-4.047190, 6.814165, 0.205018], [-4.349904, 5.393446, -0.258922], [-3.751530, 4.373201, 0.702975], [-4.148047, 4.602131, 2.178291], [-4.016619, 6.028399, 2.607537], [-2.692144, 6.264302, 2.831361], [-5.599871, 4.123681, 2.418452], [-3.305225, 3.632035, 3.051972], [-4.047562, 8.500629, 2.075733], [-6.387077, 8.075363, 1.166032], [-6.555355, 6.355008, 1.194022], [-6.415912, 7.242315, 2.717706], [-2.969465, 6.991846, 0.111017], [-4.531522, 7.523911, -0.475055], [-5.429090, 5.239239, -0.355094], [-3.932163, 5.239970, -1.259136], [-4.049274, 3.366806, 0.386371], [-2.659470, 4.411436, 0.603545], [-5.951041, 4.417296, 3.412103], [-5.667049, 3.032492, 2.365191], [-6.310894, 4.486982, 1.679012], [-2.229241, 3.762305, 2.907724], [-3.520720, 2.589608, 2.797061], [-3.527870, 3.762375, 4.115425], [-4.343550, 8.718375, 3.106918], [-4.504666, 9.260553, 1.435802], [-2.967060, 8.641777, 1.992721]],
  "atomic_forces_ev_per_a": [[-0.118, 0.373, -0.936], [0.607, -1.026, -0.432], [0.900, -1.065, 0.264], [0.888, 1.069, 0.276], [2.096, 0.204, -0.494], [-0.923, 4.025, 2.258], [-2.110, -0.053, 0.889], [1.241, -0.488, -2.446], [-1.338, 0.481, 5.113], [-3.234, -0.633, -1.359], [-3.722, -3.054, 0.051], [2.578, -1.414, -2.026], [3.131, -0.516, -1.926], [-0.597, 0.267, 1.753], [-0.311, -0.021, 0.007], [0.155, -0.737, -0.761], [-0.196, -0.107, 1.910], [-0.575, 1.650, -0.028], [1.861, -0.226, -0.214], [-1.565, -0.367, 1.133], [-1.128, 1.543, -0.469], [0.959, 0.246, -1.280], [-0.288, 1.943, 1.040], [0.812, 0.950, -0.342], [-1.102, -1.573, -0.303], [0.192, -1.987, -0.839], [0.752, -1.607, 0.678], [1.441, 1.091, -0.277], [0.880, 1.109, -1.159], [-1.631, 0.702, -0.691], [0.190, -0.733, 0.711], [-0.183, -0.226, -0.025], [-1.567, 1.575, -0.349], [0.169, -0.365, 0.000], [-0.008, 0.004, -0.014], [0.067, 0.357, -0.191], [-1.049, -1.843, 0.442], [4.356, 0.328, -1.205], [-2.470, -0.354, 0.139], [-0.297, 0.046, -0.175], [0.364, 0.619, 0.076], [0.603, -0.380, 0.298], [0.280, -0.036, 0.094], [0.029, -0.099, 0.085], [0.093, -0.062, -0.060], [-0.016, 0.013, 0.193], [-0.023, 0.054, 0.298], [0.043, 0.029, 0.041], [-0.064, -0.012, 0.062], [-0.017, 0.040, 0.295], [0.005, 0.072, 0.179], [0.084, 0.060, -0.127], [0.228, 0.135, 0.007], [0.038, 0.113, 0.068], [-0.133, 0.226, 0.070], [-0.242, 0.242, -0.139], [0.050, 0.059, -0.131], [0.056, -0.088, -0.108], [-0.153, -0.324, -0.034], [-0.101, -0.193, 0.123], [-0.186, -0.214, -0.027], [-1.525, 1.503, -0.365], [0.209, -0.322, -0.006], [-0.042, -0.011, -0.008], [0.157, 0.376, -0.178], [-1.052, -1.842, 0.381], [4.224, 0.321, -1.135], [-2.521, -0.312, 0.199], [-0.302, 0.061, -0.181], [0.462, 0.643, 0.090], [0.607, -0.378, 0.276], [0.275, -0.043, 0.095], [0.033, -0.103, 0.082], [0.092, -0.065, -0.064], [-0.037, -0.008, 0.206], [-0.035, 0.050, 0.290], [0.026, 0.033, 0.037], [-0.052, 0.000, 0.067], [-0.038, 0.021, 0.298], [-0.042, 0.073, 0.211], [0.081, 0.062, -0.122], [0.236, 0.122, 0.008], [0.029, 0.114, 0.067], [-0.160, 0.219, 0.068], [-0.255, 0.230, -0.156], [0.025, 0.067, -0.125], [0.055, -0.105, -0.102], [-0.141, -0.323, -0.041], [-0.110, -0.206, 0.121]]
}

No. 4
{
  "formula": "C3H5NO",
  "method": "ωB97M-V with the def2-TZVPD basis set",
  "total_energy_ev": -6726.32490,
  "gap_ev": 8.55,
  "elements": ["C", "C", "C", "O", "N", "H", "H", "H", "H", "H"],
  "coordinates": [[1.262865, 0.164352, 0.492553], [0.089949, -0.562121, 0.688655], [-0.602802, 0.450459, -0.850197], [0.377803, 1.127830, -1.207840], [-1.768409, 0.244643, -1.193442], [-2.405027, -0.398258, -0.755459], [2.084003, -0.213226, -0.098892], [1.458452, 1.073659, 1.044075], [-0.557689, -0.290742, 1.511948], [0.060856, -1.596595, 0.368599]],
  "atomic_forces_ev_per_a": [[-0.987, -1.245, 1.045], [1.421, -0.006, 0.740], [1.138, 1.945, -2.157], [-1.308, -0.563, 0.189], [0.099, -0.415, 0.709], [0.069, -0.030, 0.071], [-0.146, 0.038, -0.201], [-0.155, 0.122, -0.194], [-0.061, 0.075, -0.081], [-0.070, 0.079, -0.121]]
}

No. 5
{
  "formula": "C9H21O5",
  "method": "ωB97M-V with the def2-TZVPD basis set",
  "multiplicity": 2,
  "total_energy_ev": -19905.07714,
  "gap_ev": [7.58, 8.32],
  "elements": ["C", "H", "H", "C", "O", "C", "H", "H", "H", "H", "H", "C", "O", "C", "C", "O", "C", "H", "H", "H", "H", "H", "H", "H", "H", "H", "O", "C", "O", "C", "H", "H", "H", "H", "H"],
  "coordinates": [[2.253384, 0.374805, -1.351670], [3.101817, 0.294195, -0.665249], [2.083646, -0.476451, -2.017067], [1.970740, 4.014792, -1.535333], [2.195669, 2.729173, -1.016831], [2.032009, 1.711628, -1.975750], [2.119434, 4.734910, -0.721447], [2.674857, 4.248633, -2.352957], [0.937097, 4.112112, -1.912412], [2.744940, 1.881714, -2.810530], [1.016309, 1.757331, -2.419242], [0.511534, 0.000224, 0.229265], [0.707034, -1.372152, 0.488938], [-0.022220, -2.273981, -0.312801], [-0.611981, -3.362935, 0.550120], [-1.582592, -2.805030, 1.407858], [-2.185242, -3.742723, 2.270728], [0.060425, 0.195912, -0.759383], [1.161909, 0.525194, 0.944461], [0.641353, -2.732444, -1.063969], [-0.834594, -1.753352, -0.846858], [0.183446, -3.842039, 1.147643], [-1.068532, -4.133404, -0.095471], [-2.908388, -3.201762, 2.891425], [-2.711272, -4.521867, 1.694645], [-1.432680, -4.219673, 2.920679], [-1.187150, -0.245413, 2.287469], [-1.505258, 2.589552, 0.238732], [-1.293051, 1.763141, 1.361156], [-1.143830, 0.417039, 1.083617], [-1.792753, 3.578426, 0.612419], [-0.583637, 2.690432, -0.354598], [-2.313154, 2.199745, -0.402608], [-1.936792, 0.062892, 0.394284], [-1.282475, -1.198625, 2.090737]],
  "atomic_forces_ev_per_a": [[1.340, 0.167, -0.888], [-0.375, -0.045, -0.163], [-0.019, 0.161, 0.334], [-0.052, 0.230, -0.064], [-0.024, -0.040, 0.278], [-0.122, -0.237, -0.110], [-0.034, -0.218, -0.210], [-0.185, -0.049, 0.147], [0.235, 0.027, 0.019], [-0.143, -0.048, 0.099], [0.141, 0.069, 0.048], [-4.389, -0.367, 2.607], [0.175, 0.165, -0.253], [-0.096, 0.182, -0.221], [0.244, -0.345, -0.031], [-0.152, 0.090, -0.110], [-0.107, -0.259, 0.196], [1.312, 0.429, 0.285], [-0.070, 0.410, -1.326], [-0.125, 0.053, 0.116], [0.146, -0.147, 0.112], [-0.142, 0.114, -0.141], [0.057, 0.138, 0.130], [0.192, -0.136, -0.164], [0.123, 0.164, 0.152], [-0.192, 0.092, -0.151], [-0.036, 0.049, -0.086], [0.140, -0.008, -0.148], [0.123, 0.002, 0.042], [1.727, -0.811, -0.545], [0.070, -0.258, -0.068], [-0.173, -0.003, 0.029], [0.144, 0.054, 0.113], [0.126, 0.104, -0.035], [0.139, 0.270, 0.003]]
}

No. 6
{
  "formula": "C7H11NO2",
  "method": "ωB97M-V with the def2-TZVPD basis set",
  "total_energy_ev": -13019.89496,
  "gap_ev": 9.86,
  "smiles": "C[C@H]1C=C(C(=O)O)[C@H](N)C1",
  "elements": ["C", "C", "C", "C", "C", "C", "C", "H", "H", "H", "H", "H", "H", "H", "H", "H", "H", "H", "N", "O", "O"],
  "coordinates": [[-1.871308, -1.176632, -0.987029], [-0.400234, -0.597410, -1.459579], [0.776847, -1.125759, -0.463242], [0.529934, -0.311427, 0.771583], [0.186639, 1.049282, 0.075287], [-0.385430, 0.827855, -1.058640], [-0.215684, 2.189854, 0.786653], [-2.012658, -0.972914, 0.073543], [-1.857151, -2.352796, -1.073844], [-2.739915, -1.020074, -1.800119], [-0.080432, -0.825097, -2.570166], [1.790077, -0.781047, -0.880666], [0.593431, -2.191453, -0.596054], [-0.312938, -0.674372, 1.374719], [2.487761, 0.351898, 1.298171], [1.975844, -0.856284, 2.403598], [-0.729570, 1.585385, -1.712784], [1.184966, 1.634099, 2.018950], [1.619706, -0.089367, 1.720211], [0.554824, 2.463253, 1.910769], [-1.094710, 2.873005, 0.168639]],
  "atomic_forces_ev_per_a": [[0.682, -2.753, -3.258], [0.542, -1.001, -0.132], [-0.670, -0.008, -2.807], [0.680, 0.622, 0.260], [-0.104, -3.320, 2.571], [0.130, -1.064, -3.621], [-0.816, 4.175, -1.130], [-0.633, 0.474, -0.412], [0.405, 2.003, 0.370], [1.859, 0.628, 2.323], [-1.128, 0.429, 2.107], [-1.438, -0.784, 0.363], [0.799, -0.326, 1.192], [0.036, 0.144, -0.212], [-1.434, -1.081, 0.283], [-1.338, 1.575, -1.956], [-0.682, 0.664, -0.204], [-1.567, 1.372, 0.054], [2.881, -0.210, 1.297], [-0.875, -1.013, -1.254], [2.670, -0.525, 4.166]]
}